[1]
Molecular formula: C19H42NO2OsP3
Method: DFT, wB97M-V/def2-TZVPD

LUMO (spin up / spin down) (eV): -13.117 / -16.931
Maximum force (eV Å⁻¹): 2.78
Relative energy (zero: lowest compared OMol25 entry of this formula, charge and spin) (kcal per mole): 111.1
E (eV): -56256.17940
Spin multiplicity: 5
Orbital gap (spin up / spin down) (eV): 6.65 / 3.21
Net charge: +4

Each line ends with the Löwdin spin population.
CARTESIAN COORDINATES (ANGSTROEM)
Os (0.066, -0.061, 0.323)  0.66
P (2.125, 0.902, 0.270)  0.08
P (-0.103, 0.029, 2.593)  0.06
P (-0.986, 2.042, 0.218)  0.04
H (-0.659, -3.987, -2.236)  0.02
C (-0.457, -3.339, -3.097)  0.42
C (0.746, -2.903, -3.489)  0.39
H (1.697, -3.445, -3.375)  0.02
C (3.452, -0.341, 0.105)  0.00
C (2.822, 1.920, 1.618)  0.04
C (2.363, 1.946, -1.205)  0.00
C (-1.597, -0.861, 3.117)  0.03
C (1.233, -0.792, 3.541)  0.01
C (-0.222, 1.572, 3.589)  0.00
C (-1.359, 2.855, -1.397)  0.02
C (-0.366, 3.580, 1.086)  0.01
C (-2.699, 1.758, 0.831)  0.03
H (-1.383, -3.172, -3.659)  0.02
H (0.811, -2.031, -4.142)  0.02
H (3.169, -1.088, -0.648)  0.00
H (3.623, -0.835, 1.071)  0.00
H (4.379, 0.157, -0.206)  0.00
H (3.013, 1.301, 2.499)  0.00
H (2.177, 2.750, 1.902)  0.00
H (3.778, 2.341, 1.283)  0.01
H (2.001, 1.392, -2.079)  0.00
H (3.437, 2.160, -1.321)  0.00
H (1.818, 2.893, -1.112)  0.00
H (-1.700, -0.804, 4.206)  0.00
H (-1.502, -1.910, 2.825)  0.00
H (-2.487, -0.425, 2.654)  0.00
H (1.331, -0.312, 4.522)  0.00
H (2.207, -0.734, 3.043)  0.00
H (0.959, -1.838, 3.705)  0.00
H (-1.211, 2.042, 3.564)  0.00
H (0.518, 2.320, 3.292)  0.00
H (-0.018, 1.309, 4.632)  0.00
H (-1.511, 3.933, -1.229)  0.00
H (-2.280, 2.442, -1.823)  0.01
H (-0.557, 2.736, -2.138)  0.00
H (-0.621, 4.474, 0.505)  0.00
H (0.725, 3.572, 1.183)  0.00
H (-0.804, 3.703, 2.083)  0.00
H (-3.388, 2.434, 0.305)  0.00
H (-2.818, 1.908, 1.911)  0.00
H (-2.984, 0.727, 0.587)  0.01
C (-1.471, -0.293, -2.693)  0.10
C (-2.645, -1.038, -2.309)  0.36
C (-3.917, -0.568, -2.661)  0.20
C (-4.029, 0.644, -3.387)  0.19
C (-2.880, 1.167, -4.011)  0.25
C (-1.616, 0.689, -3.725)  0.35
O (-0.305, -0.453, -2.127)  0.42
H (-0.936, -1.225, -0.342)  0.14
H (-2.454, -1.988, -1.773)  0.02
H (-4.778, -1.172, -2.372)  0.00
H (-4.989, 1.169, -3.513)  0.00
H (-2.977, 1.972, -4.747)  0.00
H (-0.703, 1.051, -4.200)  0.01
C (2.567, -3.521, 1.727)  0.00
C (1.537, -3.112, 0.736)  0.00
N (1.255, -3.994, -0.227)  0.01
O (0.949, -1.999, 0.814)  0.04
H (2.508, -4.591, 1.947)  0.00
H (3.558, -3.325, 1.307)  0.00
H (2.434, -2.947, 2.644)  0.00
H (0.469, -3.881, -0.856)  0.00
H (1.684, -4.906, -0.140)  0.00

Atoms 1-6, force components in eV/Å:
-1.32 0.14 0.23
2.51 0.62 -0.39
-0.06 0.09 2.19
-0.80 0.89 -0.09
0.25 0.12 -0.24
-2.28 -1.35 0.83

***

[2]
Molecular formula: C20H23N3O4
Method: DFT, wB97M-V/def2-TZVPD

LUMO (eV): 0.359
Maximum force (eV Å⁻¹): 3.95
Relative energy (zero: lowest compared OMol25 entry of this formula, charge and spin) (kcal per mole): 108.4
E (eV): -33772.22582
Orbital gap (eV): 7.39

Each line ends with the Mulliken charge.
CARTESIAN COORDINATES (ANGSTROEM)
C (-3.446, 0.702, -2.960)  -0.38
C (-2.048, 1.010, -2.601)  0.43
O (-1.364, 2.039, -2.488)  -0.59
N (-1.500, -0.235, -2.402)  0.29
C (-2.387, -1.333, -2.710)  0.58
O (-2.179, -2.548, -2.807)  -0.58
O (-3.596, -0.750, -2.972)  -0.37
H (-4.071, 1.182, -2.197)  0.27
H (-3.674, 1.150, -3.935)  0.29
C (2.457, 1.533, 1.057)  -0.98
N (1.576, 1.003, 2.060)  0.08
C (0.534, 0.162, 1.879)  0.40
C (0.123, -0.379, 0.536)  0.28
C (0.239, 0.403, -0.642)  -0.60
C (-0.001, -0.283, -1.930)  0.11
C (1.052, 0.145, -3.012)  -0.09
C (1.788, -0.822, -3.719)  -0.21
C (2.702, -0.433, -4.704)  -0.66
C (2.956, 0.918, -4.973)  -0.37
C (2.305, 1.870, -4.183)  -0.77
C (1.418, 1.487, -3.180)  -0.09
O (-0.257, -1.583, 0.420)  -0.87
N (0.096, -0.145, 3.144)  0.36
C (-1.043, -1.002, 3.509)  1.56
C (-1.301, -0.946, 4.985)  -2.36
C (-0.740, -2.456, 3.160)  -1.47
C (-2.275, -0.532, 2.735)  -1.51
C (0.876, 0.512, 4.065)  -0.10
C (1.775, 1.241, 3.405)  -0.92
H (3.350, 1.851, 1.595)  0.33
H (2.704, 0.769, 0.312)  0.45
H (1.984, 2.385, 0.562)  0.35
H (0.742, 1.364, -0.591)  0.05
H (-0.038, -1.361, -1.877)  0.66
H (1.672, -1.878, -3.470)  0.41
H (3.184, -1.181, -5.318)  0.38
H (3.601, 1.226, -5.804)  0.37
H (2.430, 2.928, -4.391)  0.36
H (1.013, 2.252, -2.504)  0.28
H (-1.529, 0.053, 5.319)  0.50
H (-2.157, -1.584, 5.156)  0.49
H (-0.463, -1.341, 5.534)  0.50
H (-0.636, -2.606, 2.075)  0.30
H (0.163, -2.771, 3.694)  0.39
H (-1.588, -3.027, 3.556)  0.47
H (-2.151, -0.665, 1.647)  0.28
H (-3.103, -1.161, 3.094)  0.46
H (-2.482, 0.523, 2.979)  0.38
H (0.738, 0.412, 5.139)  0.44
H (2.550, 1.898, 3.751)  0.42

Atoms 1-6, force components in eV/Å:
-1.11 0.61 -0.12
2.79 -0.21 0.42
-2.45 -1.39 -0.38
1.20 0.00 -0.01
1.20 -1.19 -0.25
-0.38 3.89 0.58

***

[3]
Molecular formula: C25H40N4PPbS
Method: DFT, wB97M-V/def2-TZVPD

LUMO (eV): -10.049
Maximum force (eV Å⁻¹): 3.35
E (eV): -57877.28967
Orbital gap (eV): 6.32
Net charge: +3

Each line ends with the Mulliken charge.
CARTESIAN COORDINATES (ANGSTROEM)
Pb (-0.161, -2.826, -0.719)  0.89
N (3.669, -3.541, 1.530)  -0.33
C (2.487, -3.608, 0.908)  0.56
S (2.412, -3.426, -0.858)  -0.41
N (1.482, -3.688, 1.853)  -0.92
N (0.190, -3.818, 1.244)  0.32
C (-0.757, -4.340, 1.979)  -0.52
C (-2.148, -4.346, 1.385)  0.66
C (-3.246, -4.768, 2.075)  -0.52
C (-4.516, -4.763, 1.458)  -0.22
C (-4.634, -4.273, 0.161)  -0.74
C (-3.458, -3.894, -0.509)  -0.09
N (-2.249, -3.951, 0.050)  -0.30
H (4.471, -3.717, 0.967)  0.23
H (3.721, -3.795, 2.523)  0.28
H (-0.457, -4.636, 2.974)  0.49
H (-3.106, -5.095, 3.137)  0.36
H (-5.348, -5.082, 2.121)  0.42
H (-5.608, -4.156, -0.294)  0.42
H (-3.501, -3.518, -1.511)  0.48
C (-3.181, 3.636, -0.622)  -0.66
C (-3.077, 2.717, 0.570)  -0.99
C (-1.625, 2.200, 0.762)  -0.70
C (-0.844, 2.185, -0.643)  0.18
C (-1.836, 1.833, -1.834)  -0.59
C (-2.915, 2.975, -1.984)  -0.97
P (0.671, 1.241, -0.492)  -1.32
C (1.303, 0.331, -1.818)  -0.27
C (1.005, -0.184, -3.215)  -0.71
C (2.113, 0.421, -4.103)  -0.84
C (1.759, 1.924, -4.361)  -0.83
C (1.463, 2.669, -3.052)  -0.49
C (1.946, 1.812, -1.876)  -0.36
C (1.543, 0.931, 1.083)  1.19
C (2.104, 2.205, 1.778)  -0.83
C (2.383, 1.873, 3.258)  -0.95
C (2.730, 0.387, 3.409)  -0.58
C (1.466, -0.503, 3.178)  -0.77
C (0.658, 0.155, 2.050)  -1.13
H (-2.555, 4.501, -0.473)  0.36
H (-4.180, 4.116, -0.676)  0.44
H (-3.730, 1.882, 0.524)  0.40
H (-3.355, 3.233, 1.498)  0.46
H (-1.639, 1.196, 1.189)  0.18
H (-1.040, 2.871, 1.397)  0.40
H (-0.545, 3.224, -0.757)  0.86
H (-2.285, 0.877, -1.658)  0.48
H (-1.237, 1.723, -2.730)  0.29
H (-3.802, 2.457, -2.353)  0.41
H (-2.681, 3.706, -2.758)  0.31
H (2.074, -0.315, -1.374)  0.42
H (0.016, 0.074, -3.606)  0.25
H (1.125, -1.252, -3.103)  0.54
H (2.280, -0.156, -5.017)  0.49
H (3.054, 0.394, -3.576)  0.43
H (0.883, 1.989, -5.004)  0.35
H (2.603, 2.397, -4.886)  0.34
H (0.408, 2.876, -2.886)  0.10
H (2.028, 3.583, -3.014)  0.57
H (1.899, 2.496, -0.943)  0.20
H (3.019, 1.636, -1.792)  0.74
H (2.366, 0.309, 0.783)  1.04
H (1.372, 3.018, 1.684)  0.32
H (3.057, 2.432, 1.325)  0.49
H (1.563, 2.170, 3.920)  0.34
H (3.249, 2.487, 3.474)  0.46
H (3.125, 0.153, 4.388)  0.48
H (3.505, 0.043, 2.711)  0.30
H (0.853, -0.439, 4.077)  0.39
H (1.671, -1.561, 2.970)  0.09
H (-0.008, 0.872, 2.565)  0.23
H (-0.002, -0.557, 1.542)  0.42

Atoms 1-6, force components in eV/Å:
-0.28 0.17 -0.56
0.22 -0.23 -0.21
-1.92 0.25 2.73
-0.33 -0.21 0.87
-0.42 -0.46 -3.21
0.69 -0.43 2.17

***

[4]
Molecular formula: CH4S4
Method: DFT, wB97M-V/def2-TZVPD

LUMO (spin up / spin down) (eV): -1.350 / -1.349
Maximum force (eV Å⁻¹): 2.14
Relative energy (zero: lowest compared OMol25 entry of this formula, charge and spin) (kcal per mole): 19.2
E (eV): -44441.48031
Orbital gap (spin up / spin down) (eV): 6.85 / 6.85

Each line ends with the Mulliken charge.
CARTESIAN COORDINATES (ANGSTROEM)
C (1.683, -0.197, -0.506)  -0.68
S (-0.728, -1.523, 0.564)  -0.11
S (-2.413, 0.275, 0.924)  -0.03
S (0.164, -0.978, -1.076)  0.06
S (-2.484, 1.420, -0.658)  -0.27
H (2.519, -0.290, -1.172)  0.31
H (1.902, -0.820, 0.438)  0.27
H (1.431, 0.920, -0.458)  0.23
H (-2.075, 1.194, 1.944)  0.22

Atoms 1-6, force components in eV/Å:
-0.52 0.62 1.66
-0.52 0.64 0.54
-0.22 0.37 0.47
-0.29 -0.10 -0.91
0.45 -0.36 0.09
0.14 -0.38 -0.65

***

[5]
Molecular formula: C5H8N4O
Method: DFT, wB97M-V/def2-TZVPD

LUMO (eV): -0.553
Maximum force (eV Å⁻¹): 3.16
Relative energy (zero: lowest compared OMol25 entry of this formula, charge and spin) (kcal per mole): 73.5
SMILES string: [H]/N=C1/C(=C=N)N=CN1C.O
E (eV): -13320.29317
Orbital gap (eV): 7.21

Each line ends with the Mulliken charge.
CARTESIAN COORDINATES (ANGSTROEM)
C (2.105, 0.433, -1.473)  -0.98
N (0.674, 0.419, -1.273)  0.05
C (-0.285, 0.993, -2.078)  -0.02
N (-1.498, 0.803, -1.677)  -0.68
C (-1.370, 0.075, -0.481)  0.05
C (-2.407, -0.202, 0.346)  0.45
N (-3.030, -0.510, 1.326)  -0.59
C (0.040, -0.142, -0.183)  0.65
N (0.594, -0.655, 0.876)  -0.71
H (2.498, -0.593, -1.507)  0.33
H (2.327, 0.930, -2.421)  0.31
H (2.601, 0.982, -0.660)  0.33
H (0.009, 1.630, -2.913)  0.32
H (-0.129, -0.991, 2.215)  0.40
H (1.610, -0.625, 0.862)  0.13
H (-2.408, -0.828, 2.239)  0.47
O (-0.715, -1.239, 3.107)  -0.84
H (-0.618, -0.483, 3.693)  0.32

Atoms 1-6, force components in eV/Å:
0.08 0.02 0.12
0.01 -0.03 0.21
-0.65 0.32 -0.27
0.61 0.36 -0.11
0.09 0.48 -1.33
0.09 -0.81 3.05

***

[6]
Molecular formula: C4H5N3
Method: DFT, wB97M-V/def2-TZVPD

LUMO (eV): 0.430
Maximum force (eV Å⁻¹): 6.04
Relative energy (zero: lowest compared OMol25 entry of this formula, charge and spin) (kcal per mole): 63.4
SMILES string: [H]/N=c1/nccc[nH]1
E (eV): -8697.06252
Orbital gap (eV): 8.68

Each line ends with the Mulliken charge.
CARTESIAN COORDINATES (ANGSTROEM)
C (-0.055, -0.516, -1.086)  0.34
C (-0.059, -1.156, 1.080)  -0.03
C (-0.015, 0.212, 1.494)  -0.37
C (-0.051, 1.161, 0.589)  -0.05
H (0.482, -0.452, -3.047)  0.21
H (-0.103, -1.880, 1.845)  0.41
H (0.062, 0.629, 2.553)  0.25
H (0.044, 2.282, 0.809)  0.25
H (-0.297, 1.633, -1.151)  0.28
N (0.049, -1.103, -2.244)  -0.62
N (-0.130, -1.561, -0.146)  -0.51
N (0.074, 0.751, -0.696)  -0.17

Atoms 1-6, force components in eV/Å:
0.57 -5.03 -3.07
-0.34 0.02 -0.51
0.09 1.24 3.76
1.43 1.10 0.79
-1.70 -1.27 2.23
0.07 -0.99 0.74

***

[7]
Molecular formula: C15H18N2O5Si
Method: DFT, wB97M-V/def2-TZVPD

LUMO (eV): -0.325
Maximum force (eV Å⁻¹): 2.32
Relative energy (zero: lowest compared OMol25 entry of this formula, charge and spin) (kcal per mole): 0.0
SMILES string: O=C1c2ccccc2C(=O)N1C[Si]12OCCN(CCO1)CCO2
E (eV): -36946.00745
Orbital gap (eV): 7.89

Each line ends with the Mulliken charge.
CARTESIAN COORDINATES (ANGSTROEM)
O (-2.886, 0.706, 1.667)  -0.61
O (1.546, 0.474, 2.921)  -0.62
O (-0.893, 2.018, -1.545)  -0.49
O (0.085, -0.178, -0.307)  -0.11
O (1.640, 2.003, -0.754)  -0.39
C (-1.888, 0.343, 2.251)  0.30
C (0.357, 0.285, 2.857)  0.12
C (-1.765, -3.239, 3.498)  -0.51
C (-0.435, -3.206, 3.964)  -0.37
C (-2.356, -2.108, 2.969)  -0.58
C (0.283, -2.047, 3.897)  -0.54
C (-1.639, -0.945, 2.929)  0.42
C (-0.300, -0.943, 3.344)  0.57
N (0.960, 0.212, -3.106)  0.24
N (-0.668, 1.030, 2.242)  0.16
C (-1.328, 1.011, -2.396)  -0.20
C (1.142, -0.879, -0.884)  -0.40
C (1.897, 2.337, -2.101)  -0.36
C (-0.375, 0.728, -3.550)  -0.99
C (1.033, -1.048, -2.379)  -1.07
C (2.113, 1.188, -3.034)  -0.88
C (-0.490, 2.124, 1.312)  -1.06
Si (0.104, 1.478, -0.339)  0.67
H (-2.286, -4.182, 3.379)  0.37
H (-0.043, -4.132, 4.379)  0.39
H (-3.375, -2.133, 2.550)  0.42
H (1.379, -2.029, 4.055)  0.39
H (-2.347, 1.288, -2.729)  0.49
H (-1.447, 0.083, -1.827)  0.24
H (1.091, -1.857, -0.400)  0.46
H (2.096, -0.400, -0.546)  0.33
H (2.766, 3.004, -2.144)  0.45
H (1.026, 2.927, -2.417)  0.33
H (-0.782, -0.019, -4.257)  0.36
H (-0.195, 1.625, -4.126)  0.31
H (1.859, -1.645, -2.766)  0.36
H (0.099, -1.574, -2.639)  0.35
H (2.248, 1.583, -4.046)  0.37
H (3.001, 0.624, -2.764)  0.33
H (-1.430, 2.644, 1.120)  0.38
H (0.203, 2.848, 1.721)  0.38

Atoms 1-6, force components in eV/Å:
0.46 0.01 0.40
-0.33 0.93 -0.45
0.60 0.31 1.13
-0.75 1.46 0.56
-0.67 -0.58 0.86
-0.36 -0.13 -0.83

***

[8]
Molecular formula: C2H3NO3S
Method: DFT, wB97M-V/def2-TZVPD

LUMO (eV): 0.029
Maximum force (eV Å⁻¹): 2.07
Relative energy (zero: lowest compared OMol25 entry of this formula, charge and spin) (kcal per mole): 53.5
SMILES string: C=S(=O)=O.N=C=O
E (eV): -20587.88607
Orbital gap (eV): 10.32

Each line ends with the Mulliken charge.
CARTESIAN COORDINATES (ANGSTROEM)
C (1.224, -1.927, 0.115)  0.62
C (-1.425, 1.223, 0.436)  -0.43
N (0.106, -1.727, -0.295)  -0.51
O (2.223, -2.126, 0.663)  -0.38
O (1.108, 1.968, 0.716)  -0.51
O (0.309, 1.146, -1.480)  -0.47
S (0.064, 1.397, -0.087)  0.81
H (-1.714, 0.449, -0.205)  0.25
H (-1.839, 1.332, 1.441)  0.34
H (-0.056, -1.735, -1.304)  0.29

Atoms 1-6, force components in eV/Å:
0.67 -0.36 0.67
0.74 0.02 0.58
-0.83 0.18 -1.16
0.26 0.05 -0.03
-0.43 -0.10 -0.16
-0.17 -0.32 0.33